No. 1
C59H132F6N3P3 | ωB97M-V/def2-TZVPD

## Properties
Energy: -4112.36983 hartree
Largest force on an atom: 0.3659 hartree/bohr

Geometry as ORCA input:
```
! RIJCOSX wB97M-V def2-TZVPD def2/J DEFGRID3
* xyz 4 1
C -5.29275 -3.04999 2.17124
C -3.77608 -2.75037 2.32610
C -2.98153 -3.52091 1.27682
C -1.54134 -2.91643 1.24483
P -0.43521 -3.80077 0.10655
C -1.06884 -3.87887 -1.64665
C -0.59579 -2.59802 -2.58519
C -0.65974 -2.98467 -4.05709
C -0.24534 -1.74481 -4.82522
C -0.46143 -5.54322 0.86409
C -0.15434 -6.01198 2.31885
C -0.17414 -7.48536 2.58626
C 0.83360 -8.31881 1.80645
C 1.29181 -3.42573 0.09934
C 2.09922 -4.12137 -0.93209
C 3.57054 -3.64285 -0.87741
C 4.11917 -3.58974 0.52839
H -5.81254 -2.41558 1.45331
H -5.87500 -2.91998 3.08348
H -5.70583 -3.99962 1.83115
H -3.60115 -2.98249 3.37663
H -3.59547 -1.68011 2.22603
H -3.47740 -3.41241 0.31223
H -2.95068 -4.51420 1.72464
H -1.07414 -2.80391 2.22317
H -1.68499 -1.93325 0.79670
H -2.12898 -4.11528 -1.55548
H -0.64673 -4.80778 -2.03013
H 0.38906 -2.28491 -2.23858
H -1.36856 -1.89597 -2.27208
H -1.69485 -3.17653 -4.33963
H -0.13835 -3.91594 -4.27843
H -0.75065 -0.77938 -4.79867
H -0.23655 -2.05705 -5.86951
H 0.81397 -1.55119 -4.65646
H 0.19074 -6.06981 0.16733
H -1.44994 -5.96591 0.68444
H -0.89498 -5.60013 3.00437
H 0.78568 -5.53145 2.59009
H -1.15103 -7.93297 2.40349
H 0.03790 -7.50725 3.65522
H 1.83852 -7.92835 1.96707
H 0.50500 -8.56363 0.79642
H 0.85623 -9.33446 2.20147
H 1.42738 -3.69836 1.14595
H 1.49529 -2.35586 0.05372
H 1.61327 -4.00731 -1.90108
H 2.20180 -5.17401 -0.66842
H 3.58144 -2.62740 -1.27345
H 4.30892 -4.21749 -1.43658
H 3.50195 -2.86032 1.05286
H 5.10814 -3.16886 0.70983
H 3.85618 -4.55275 0.96606
C 5.76134 -3.33086 -2.19966
C 4.51805 -2.94530 -3.11082
C 3.52504 -1.83982 -2.60258
C 4.09570 -0.39384 -2.81635
P 2.89488 0.82785 -2.20053
C 3.68616 2.43108 -2.06414
C 4.21498 2.96287 -3.47731
C 5.34233 4.04929 -3.51675
C 5.03240 5.49864 -3.10826
C 1.35951 0.93702 -3.26073
C 0.50773 2.26813 -3.01263
C -0.50162 2.51136 -4.12338
C -1.44860 3.68302 -3.86940
C 2.33833 0.30035 -0.53118
C 3.51220 -0.17275 0.32333
C 3.06704 -0.73178 1.70287
C 4.31705 -1.18563 2.38779
H 6.18411 -4.28480 -2.51490
H 5.42566 -3.45422 -1.17000
H 6.49673 -2.55086 -2.39691
H 4.08426 -3.94355 -3.16921
H 4.86724 -2.64882 -4.09990
H 3.16279 -2.07740 -1.60236
H 2.57943 -1.88154 -3.14312
H 4.18687 -0.08789 -3.85855
H 4.95789 -0.29842 -2.15633
H 4.47867 2.37231 -1.31810
H 2.92312 3.04314 -1.58324
H 3.35653 3.23439 -4.09168
H 4.65810 2.03938 -3.85001
H 5.92410 4.14686 -4.43333
H 5.96465 3.69977 -2.69294
H 4.51608 5.57319 -2.15120
H 4.31492 6.03629 -3.72814
H 5.96737 6.05317 -3.02815
H 0.86683 0.00134 -2.99638
H 1.67345 0.95292 -4.30442
H 1.19471 3.11431 -3.00043
H 0.01332 2.09629 -2.05653
H -1.11257 1.60915 -4.15242
H 0.01403 2.62941 -5.07640
H -0.91383 4.62655 -3.97832
H -1.96498 3.76049 -2.91259
H -2.18363 3.83129 -4.66051
H 1.69547 -0.55443 -0.74141
H 1.88259 1.17311 -0.06353
H 4.16699 0.67390 0.52957
H 4.03452 -1.04064 -0.07922
H 2.35167 -1.51915 1.46534
H 2.52393 0.04001 2.24830
H 3.97709 -1.32161 3.41446
H 5.16233 -0.49844 2.42489
H 4.66939 -2.11299 1.93617
C 0.79440 1.16783 2.38094
C 2.22742 0.87074 2.82421
C 2.66304 1.55726 4.19060
C 1.97225 0.88628 5.42056
N 2.06132 1.67229 6.74942
C 1.20222 1.03998 7.83980
C 0.97538 2.21827 8.86774
C 0.84521 3.53990 8.06978
C 1.37860 3.10882 6.73505
C 3.51013 1.96216 7.22428
H 0.76088 0.70063 1.39672
H 0.63546 2.23256 2.21008
H -0.02705 0.77531 2.98032
H 2.83621 1.30605 2.03176
H 2.55959 -0.16627 2.87308
H 2.34730 2.59800 4.26320
H 3.74506 1.50807 4.06844
H 2.28260 -0.10945 5.73725
H 0.92761 0.76158 5.13547
H 1.49739 0.05166 8.19222
H 0.23626 0.95669 7.34173
H 1.74490 2.43582 9.60843
H 0.15593 1.98039 9.54599
H 1.55151 4.26578 8.47270
H -0.07260 4.12694 8.03663
H 2.07543 3.75042 6.19571
H 0.53609 2.97502 6.05655
H 3.54641 2.83913 7.87058
H 4.04226 2.32241 6.34385
H 4.00904 1.05515 7.56565
C -6.95395 -1.70071 -3.52237
C -7.39999 -0.52312 -4.38459
C -6.39243 0.65616 -4.28712
C -4.96893 0.26015 -4.83857
N -3.86739 1.26008 -4.67536
C -3.91586 1.88607 -3.29337
C -3.32523 0.88004 -2.33277
C -2.06934 0.47957 -3.09253
C -2.47259 0.57889 -4.57806
C -3.90547 2.29086 -5.82876
H -5.94705 -2.08557 -3.68405
H -7.56831 -2.58634 -3.68464
H -6.77084 -1.36364 -2.50210
H -8.39340 -0.22725 -4.04740
H -7.46908 -0.82333 -5.43015
H -6.40069 1.08647 -3.28569
H -6.73750 1.50957 -4.87082
H -5.15618 -0.10316 -5.84904
H -4.54987 -0.60106 -4.31817
H -3.27843 2.76901 -3.34040
H -4.89889 2.30288 -3.07424
H -3.11250 1.38453 -1.39025
H -3.89402 0.05276 -1.90829
H -1.19561 1.04511 -2.76872
H -1.84544 -0.56074 -2.85648
H -1.74932 1.27937 -4.99556
H -2.57627 -0.36888 -5.10635
H -4.90354 2.72219 -5.90569
H -3.55931 1.73782 -6.70192
H -3.14755 3.05158 -5.64179
C 1.93814 3.52543 -0.02183
C 0.51775 3.61649 -0.36606
C -0.31044 3.42429 0.94300
C -1.80867 3.57048 0.79169
N -2.66858 3.53739 2.08045
C -2.32863 2.34087 2.97161
C -3.57645 2.02079 3.82776
C -4.80970 2.74392 3.14871
C -4.20912 3.21887 1.83092
C -2.38645 4.85053 2.93856
H 2.23026 4.50119 0.36632
H 2.51988 3.27173 -0.90800
H 2.30610 2.78437 0.68776
H 0.25082 3.05144 -1.25912
H 0.38079 4.58529 -0.84645
H -0.08847 4.16668 1.70961
H -0.12452 2.40355 1.27710
H -2.25013 2.83920 0.11461
H -1.97566 4.62635 0.57871
H -1.43503 2.38250 3.59439
H -2.09374 1.52995 2.28216
H -3.36833 2.22887 4.87728
H -3.92178 0.99783 3.67812
H -5.17019 3.64705 3.64116
H -5.75437 2.20059 3.12672
H -4.57426 4.13141 1.35971
H -4.41525 2.37643 1.17068
H -1.34301 4.80416 3.25030
H -3.05465 4.83976 3.79965
H -2.68782 5.72239 2.35791
P -1.07954 -0.00830 -0.03232
F -0.00780 -0.01201 -1.20498
F -0.04565 0.88925 0.82014
F -1.79521 1.42192 -0.59857
F -2.06759 -0.19660 1.21572
F -2.16307 -0.97322 -0.77958
F -0.34960 -1.31550 0.50059
*
```

Results of the Löwdin charge analysis, in e, for atoms 1 through 99: C -0.104; C -0.247; C -0.207; C -0.280; P 1.073; C -0.175; C -0.209; C -0.213; C -0.095; C -0.231; C -0.249; C -0.263; C -0.098; C -0.314; C -0.161; C -0.310; C -0.078; H 0.062; H 0.072; H 0.079; H 0.113; H 0.080; H 0.115; H 0.107; H 0.125; H 0.011; H 0.090; H 0.088; H 0.075; H 0.052; H 0.120; H 0.127; H 0.042; H 0.097; H 0.060; H 0.075; H 0.094; H 0.105; H 0.103; H 0.120; H 0.119; H 0.079; H 0.077; H 0.080; H 0.105; H 0.064; H 0.108; H 0.130; H -0.044; H 0.075; H 0.019; H 0.096; H 0.111; C -0.068; C -0.167; C -0.229; C -0.199; P 1.070; C -0.241; C -0.171; C -0.221; C -0.104; C -0.179; C -0.217; C -0.247; C -0.063; C -0.232; C -0.172; C -0.320; C -0.038; H 0.106; H 0.026; H 0.086; H 0.109; H 0.121; H 0.013; H 0.102; H 0.101; H 0.113; H 0.123; H -0.025; H 0.103; H 0.081; H 0.118; H 0.100; H 0.058; H 0.073; H 0.085; H 0.049; H 0.109; H 0.119; H 0.053; H -0.001; H 0.146; H 0.100; H 0.083; H 0.057; H 0.071; H 0.066

---

No. 2
C7H9NO2SSi | ωB97M-V/def2-TZVPD

## Properties
Energy: -1164.92442 hartree
Largest force on an atom: 0.0694 hartree/bohr
Energy relative to the best compared isomer or geometry (same formula, charge and spin): 109.92 kJ/mol

Geometry as ORCA input:
```
! RIJCOSX wB97M-V def2-TZVPD def2/J DEFGRID3
* xyz 0 1
C -3.37606 -0.34411 -0.17342
C -2.48181 0.65928 -0.62020
C -2.89917 -1.49420 0.34980
C -1.11523 0.50596 -0.57819
C -1.52241 -1.69875 0.42890
C -0.68858 -0.69759 -0.01986
C 3.56439 -0.92139 -1.09728
N 4.56124 -0.83986 -0.48246
O 1.38949 -1.84322 1.09525
O 1.60660 0.50931 0.39591
Si 1.75720 2.17672 0.47229
S 1.17043 -1.05076 -0.09386
H -4.41419 -0.40165 -0.19078
H -2.66195 1.63583 -1.02307
H -3.75116 -2.10478 0.56894
H -0.48276 1.17618 -1.17720
H -1.01024 -2.52864 0.76996
H 5.27925 -0.74131 0.20109
H 2.95566 2.46858 1.14371
H 1.45939 2.50156 -0.90998
H 0.65993 3.03285 0.94044
*
```

For reference, the Löwdin charges in units of e are: C -0.079; C -0.060; C -0.081; C -0.110; C -0.057; C -0.303; C -0.083; N 0.095; O -0.442; O -0.633; Si 0.550; S 0.882; H 0.084; H 0.098; H 0.104; H 0.098; H 0.078; H 0.081; H -0.077; H -0.069; H -0.076

---

No. 3
C22H20N2O | ωB97M-V/def2-TZVPD

## Properties
Energy: -1035.01331 hartree
Largest force on an atom: 0.0438 hartree/bohr
Energy relative to the best compared isomer or geometry (same formula, charge and spin): 275.39 kJ/mol

Geometry as ORCA input:
```
! RIJCOSX wB97M-V def2-TZVPD def2/J DEFGRID3
* xyz 0 1
N -1.05107 -1.71024 0.43282
C -0.01807 -2.46037 -0.15388
O 1.06988 -2.00824 -0.57676
C -0.27897 -3.88413 -0.37805
C -1.53782 -4.29652 -0.74997
C -2.53181 -3.33059 -0.61177
C -2.27954 -2.09253 -0.03247
H 0.60818 -4.51818 -0.44367
H -1.71826 -5.31036 -1.13530
H -3.54205 -3.54784 -0.92304
H -3.08605 -1.37602 0.05908
C -3.29131 1.98869 -2.98308
N -2.21227 1.67195 -2.05690
C -2.34727 1.14349 -0.79889
C -1.09935 0.92472 -0.21714
C -0.84527 0.06857 0.92591
C 0.36302 0.34415 1.78647
C 1.59332 -0.14681 1.33354
C 2.70126 -0.22923 2.17597
C 2.63249 0.29389 3.48199
C 3.81399 0.04245 4.39481
C 1.43748 0.91953 3.92110
C 0.31761 0.94582 3.07217
C -0.12004 1.48954 -1.16518
C 1.25983 1.55845 -1.23877
C 1.89299 1.76690 -2.46768
C 1.14849 2.00786 -3.63702
C -0.25070 2.07086 -3.57764
C -0.85598 1.85304 -2.33719
H -2.89728 2.05629 -3.99915
H -4.04969 1.19821 -2.92930
H -3.77640 2.94468 -2.74191
H -3.33607 0.89713 -0.40970
H -1.75081 -0.19245 1.47649
H 1.65664 -0.57133 0.33626
H 3.61012 -0.73404 1.81286
H 3.77237 0.66509 5.29796
H 3.81267 -1.01086 4.71352
H 4.78081 0.21085 3.88682
H 1.39955 1.32454 4.94007
H -0.60198 1.42505 3.43703
H 1.85200 1.48318 -0.32729
H 2.97622 1.74335 -2.53725
H 1.65381 2.15110 -4.59640
H -0.87467 2.23038 -4.45944
*
```

For reference, the Löwdin charges in units of e are: N 0.097; C -0.418; O 0.007; C -0.006; C -0.092; C -0.113; C -0.106; H 0.111; H 0.113; H 0.090; H 0.102; C -0.012; N -0.095; C -0.009; C -0.123; C -0.020; C -0.173; C -0.066; C -0.023; C -0.270; C -0.066; C -0.042; C -0.022; C -0.087; C -0.024; C -0.074; C -0.085; C -0.019; C -0.158; H 0.077; H 0.094; H 0.095; H 0.132; H 0.127; H 0.071; H 0.124; H 0.072; H 0.084; H 0.081; H 0.109; H 0.113; H 0.102; H 0.101; H 0.102; H 0.097

---

No. 4
C44H47MgN2O3PS4Sb2 | ωB97M-V/def2-TZVPD

## Properties
Energy: -4654.96319 hartree
Largest force on an atom: 0.0026 hartree/bohr
Energy relative to the best compared isomer or geometry (same formula, charge and spin): 6.00 kJ/mol

Geometry as ORCA input:
```
! RIJCOSX wB97M-V def2-TZVPD def2/J DEFGRID3
* xyz 0 1
Mg -0.04982 -0.88995 0.73843
O 3.96518 -0.50730 6.18778
C 3.27554 -0.61672 5.20779
S 3.59394 0.20503 3.67354
C 2.21507 -0.42712 2.77927
C 1.40007 -1.26898 3.44858
S -0.07463 -2.04778 2.87889
S 1.82275 -1.61927 5.12070
S 2.08064 0.15756 1.12610
C 1.50432 2.68313 -1.73273
C 0.98247 1.69778 -2.77458
C 0.41181 0.42115 -2.17688
Sb -0.28684 -1.07467 -3.58450
C -0.83527 0.21350 -5.23286
C 0.10341 1.02461 -5.86879
C -0.23295 1.77765 -6.98602
C -1.51865 1.71883 -7.50377
C -2.45773 0.89437 -6.90093
C -2.11780 0.14920 -5.77942
C -2.28956 -1.23284 -2.83719
C -3.11168 -0.11244 -2.71132
C -4.45525 -0.25845 -2.39791
C -4.99228 -1.52309 -2.18441
C -4.17528 -2.64070 -2.26557
C -2.83330 -2.49098 -2.59779
Sb 0.09085 3.38809 -0.24448
C 0.61748 5.46295 -0.48627
C 0.78202 6.22643 0.66741
C 1.12727 7.57126 0.59576
C 1.31066 8.17318 -0.63916
C 1.15281 7.42520 -1.79858
C 0.81249 6.08236 -1.71913
C -1.67252 3.43294 -1.48884
C -1.70621 3.75762 -2.84552
C -2.89806 3.74548 -3.55777
C -4.08909 3.42664 -2.91780
C -4.07742 3.11215 -1.56711
C -2.87701 3.10400 -0.86762
H 1.92985 3.56444 -2.21620
H 2.29886 2.22118 -1.14056
H 1.80941 1.44411 -3.44696
H 0.22376 2.17086 -3.39830
H -0.43955 0.63703 -1.52198
H 1.17692 -0.08432 -1.58138
H 1.12127 1.07577 -5.50162
H 0.51480 2.40590 -7.45408
H -1.78400 2.30476 -8.37457
H -3.46123 0.82941 -7.30332
H -2.87539 -0.47808 -5.32496
H -2.71644 0.88424 -2.88736
H -5.08377 0.61954 -2.32496
H -6.04547 -1.63581 -1.95578
H -4.58431 -3.62857 -2.09323
H -2.20965 -3.37407 -2.68981
H 0.64533 5.76511 1.63897
H 1.25597 8.14611 1.50468
H 1.58080 9.21976 -0.70039
H 1.29796 7.88852 -2.76675
H 0.70212 5.51892 -2.63834
H -0.79596 4.02626 -3.36747
H -2.89658 3.98361 -4.61437
H -5.01860 3.42192 -3.47361
H -5.00026 2.86339 -1.05529
H -2.88153 2.83868 0.18492
C -4.43085 1.36561 4.20730
N -4.13782 1.16083 2.79407
N -2.81506 1.11696 2.38614
C -2.71155 0.33003 1.27485
O -1.64594 0.20282 0.62112
C -4.00758 -0.20330 1.03591
C -4.83133 0.30326 1.99649
C -6.26454 0.01321 2.27041
C -1.86659 2.07132 2.86337
C -0.62561 1.62486 3.28108
C 0.31402 2.55238 3.70658
C -0.00888 3.90025 3.74961
C -1.26756 4.33351 3.34782
C -2.20102 3.42006 2.88710
H -3.59344 1.88501 4.66315
H -4.57939 0.41422 4.72089
H -5.31908 1.98556 4.30809
H -4.26383 -0.85856 0.22214
H -6.68228 -0.56928 1.45300
H -6.84061 0.93281 2.37723
H -6.37639 -0.56264 3.19143
H -0.40286 0.56556 3.27601
H 1.29589 2.20998 4.00821
H 0.72374 4.61821 4.09616
H -1.51634 5.38664 3.37328
H -3.17568 3.74527 2.54326
C -0.04569 -4.88352 0.39944
P 0.92007 -3.61975 -0.42528
C 2.42902 -3.40824 0.51122
C 1.39432 -4.28124 -2.02429
O 0.11874 -2.34115 -0.60515
H 0.50728 -5.82231 0.45022
H -0.97690 -5.03507 -0.14725
H -0.26598 -4.53396 1.40907
H 2.98329 -4.34861 0.51709
H 2.18448 -3.11270 1.53315
H 3.03066 -2.61672 0.06367
H 1.95254 -5.20936 -1.89619
H 2.01277 -3.55308 -2.54843
H 0.50423 -4.46815 -2.62456
*
```

Results of the Löwdin charge analysis, in e, for atoms 1 through 99: Mg 0.232; O -0.073; C -1.035; S 0.937; C -1.155; C -1.166; S 0.515; S 0.941; S 0.508; C -0.366; C -0.376; C -0.404; Sb 1.497; C -0.388; C -0.151; C -0.091; C -0.098; C -0.091; C -0.136; C -0.399; C -0.124; C -0.093; C -0.111; C -0.093; C -0.142; Sb 1.533; C -0.381; C -0.146; C -0.094; C -0.097; C -0.091; C -0.134; C -0.361; C -0.128; C -0.081; C -0.100; C -0.110; C -0.143; H 0.045; H 0.030; H 0.096; H 0.061; H 0.025; H 0.010; H 0.084; H 0.101; H 0.099; H 0.101; H 0.089; H 0.094; H 0.093; H 0.102; H 0.100; H 0.082; H 0.063; H 0.100; H 0.100; H 0.101; H 0.081; H 0.086; H 0.104; H 0.104; H 0.101; H 0.066; C 0.015; N -0.053; N 0.070; C -0.390; O -0.096; C 0.093; C -0.252; C -0.003; C -0.221; C -0.008; C -0.049; C -0.089; C -0.094; C -0.051; H 0.091; H 0.101; H 0.097; H 0.103; H 0.086; H 0.091; H 0.090; H 0.062; H 0.099; H 0.109; H 0.109; H 0.120; C -0.161; P 0.577; C -0.166; C -0.182; O -0.462; H 0.063; H 0.059; H 0.023; H 0.066